Entry from OMol25: C42H114BF6N11O14PbS2 as an isolated structure at a distorted geometry (the ωB97M-V functional and the def2-TZVPD basis).

```
191
Properties=species:S:1:pos:R:3:forces:R:3:lowdin_charge:R:1
Pb -0.132934 0.178437 -3.174824 0.0979 0.0784 -0.6000 1.516
C -2.115935 2.132166 0.541079 -0.0514 -0.3533 -0.8331 -0.650
F -3.009019 2.011980 -0.457516 -0.0809 0.1518 -0.0267 0.096
F -2.380010 3.228738 1.217867 0.0261 0.0895 0.2043 0.167
F -2.279539 1.056571 1.292615 0.1449 0.0788 0.4069 0.136
S -0.432652 2.270560 -0.299034 -0.1908 -0.4527 -0.8394 0.604
O -0.731517 2.861770 -1.562216 -0.3841 -0.0516 -0.4651 -0.315
O 0.428714 3.015060 0.558986 0.0790 -0.4558 0.4974 -0.253
N -0.036226 0.697459 -0.657592 -0.0078 1.6506 2.1666 -0.391
S 0.834306 0.189638 0.599060 0.5517 -0.5984 0.7048 0.555
O 2.218444 0.538077 0.508564 0.1472 -0.3876 -0.5351 -0.257
O 0.197466 0.400333 1.860261 -0.2570 -0.1280 0.4186 -0.278
C 0.711054 -1.644008 0.325416 0.2855 0.3524 0.1002 -0.658
F 1.061597 -1.905795 -0.941008 -0.3614 -0.2392 -0.4826 0.086
F 1.554125 -2.321583 1.094227 -0.1153 0.2537 0.2210 0.137
F -0.527039 -2.076032 0.565202 0.0786 -0.0197 -0.2925 0.144
B -1.093365 1.575719 -5.166877 -0.3893 -0.5693 -0.9783 -0.502
H -1.505585 2.421159 -5.917566 0.0727 0.0452 -0.0594 0.008
H 0.088959 1.350072 -5.372386 0.3378 0.0832 0.1196 -0.019
H -1.331631 1.880089 -4.030913 -0.0472 0.3950 0.5151 -0.085
H -1.701231 0.539458 -5.368131 -0.0922 -0.1855 0.0240 -0.025
C -5.503088 -0.637668 -1.078846 0.0551 0.1934 0.8088 -0.066
C -6.281313 0.621542 -1.455097 1.0621 -0.6086 -0.8513 -0.412
C -6.627250 1.459994 -0.237125 -0.3364 0.1226 0.1363 -0.203
O -7.532530 2.490746 -0.581276 0.0966 0.4230 0.1499 -0.197
C -8.878645 2.075437 -0.629394 0.2460 0.1660 -0.1629 -0.100
N -5.461644 1.386597 -2.425981 -0.6743 0.2152 0.8953 0.072
H -5.026628 -1.173134 -1.899090 -0.5716 0.3095 -0.2682 0.036
H -6.147041 -1.324934 -0.523466 0.1833 -0.0826 0.0123 0.087
H -4.662971 -0.350207 -0.427268 -0.1799 -0.0567 0.1356 0.072
H -7.186512 0.312299 -1.983931 -0.1092 0.1100 0.1261 0.128
H -5.734181 1.977341 0.125710 0.0972 -0.1659 -0.0345 0.122
H -7.036209 0.875264 0.600507 0.0068 -0.1359 -0.1225 0.127
H -9.007193 1.351480 -1.437845 -0.3060 -0.1932 0.1905 0.082
H -9.483340 2.951025 -0.854522 0.0279 0.0462 -0.0261 0.089
H -9.189003 1.684620 0.344560 -0.0841 -0.2364 -0.1001 0.089
H -4.563882 1.549549 -1.971413 0.0144 -0.1619 -0.1475 0.033
H -5.861951 2.332574 -2.421357 0.1778 -0.2911 -0.6421 0.056
C 4.524757 -1.194624 -3.189816 0.3829 0.2998 0.2553 -0.030
C 3.219895 -0.454572 -2.900795 -0.2368 -1.3663 -0.4141 -0.396
C 3.273279 1.017597 -3.222715 0.0483 0.5051 -0.2292 -0.175
O 1.974288 1.595189 -3.105207 0.7920 -0.0738 0.2960 -0.353
C 1.965939 2.996216 -3.337738 -0.9658 0.1210 -0.7524 -0.065
N 2.122278 -1.064191 -3.719702 0.7345 0.1759 -0.8006 -0.029
H 4.954921 -0.926039 -4.159047 -0.0653 0.0490 0.0114 0.092
H 4.357642 -2.272204 -3.186967 -0.1184 0.0247 0.0180 0.060
H 5.262672 -1.011115 -2.406113 0.0201 0.1329 -0.1126 0.052
H 2.972617 -0.666686 -1.860128 -0.0949 0.4712 0.1179 0.111
H 3.615592 1.156736 -4.261595 -0.0864 -0.1758 -0.0253 0.138
H 3.981155 1.592872 -2.619694 0.0023 -0.2905 0.3281 0.133
H 0.933709 3.225581 -3.605118 0.0468 0.2207 0.2166 0.066
H 2.535164 3.246369 -4.237135 0.3426 -0.0211 0.2102 0.105
H 2.253485 3.584668 -2.468266 0.2508 -0.1425 0.0685 0.107
H 2.352547 -0.827254 -4.693021 -0.2812 0.3332 0.1344 0.095
H 2.222824 -2.084777 -3.825448 -0.1147 0.2225 0.5825 0.032
C 5.572195 0.789572 -0.122291 0.5032 -0.1345 -0.5230 -0.061
C 5.441191 1.340435 1.276526 -0.2368 -0.4615 0.4381 -0.440
C 4.888212 0.259925 2.216006 -0.2227 -0.0586 -0.6511 -0.205
O 4.490041 0.751293 3.478942 0.5970 0.1353 0.2237 -0.170
C 3.368141 1.595608 3.496521 -0.8276 0.2350 -0.2110 -0.113
N 6.694933 1.914154 1.743705 -0.0791 0.5192 -0.1057 0.050
H 6.058098 1.525166 -0.770218 -0.1917 0.0908 -0.0029 0.088
H 4.596290 0.528719 -0.527898 -0.0679 0.0668 0.0163 0.049
H 6.195569 -0.110713 -0.194944 -0.0694 -0.0154 0.3269 0.062
H 4.667523 2.112344 1.230090 0.2757 0.2526 0.0168 0.124
H 5.670283 -0.487159 2.380255 -0.0380 0.0329 0.2070 0.130
H 4.056857 -0.232590 1.695074 -0.0520 -0.0332 0.2281 0.096
H 2.432063 1.032884 3.485221 -0.0599 -0.2439 0.0392 0.063
H 3.279322 2.286604 2.651728 0.3438 -0.0493 -0.0331 0.079
H 3.367314 2.201048 4.402713 0.2712 -0.1512 0.0867 0.088
H 6.658334 2.099336 2.738484 0.0111 -0.0641 -0.0011 0.071
H 7.497052 1.329492 1.549670 -0.1145 -0.1894 0.0280 0.065
C -0.464084 -2.287474 7.213736 0.6325 0.2818 0.0614 -0.059
C 0.280764 -0.958782 7.014807 -0.9815 -0.1468 0.6923 -0.431
C 0.928252 -0.837911 5.652375 0.6277 -1.0732 -0.1070 -0.182
O 1.738098 -2.002398 5.464403 0.3011 -0.0940 0.3661 -0.192
C 2.179491 -2.247120 4.159526 -0.3141 0.2029 -0.4184 -0.113
N -0.714947 0.100216 7.246023 0.1269 -0.2130 0.0189 0.028
H 0.250201 -3.110440 7.194752 -0.1848 -0.1036 -0.4527 0.073
H -1.235059 -2.361422 6.444415 -0.0313 -0.3701 0.0680 0.053
H -0.899275 -2.312078 8.212713 -0.2736 0.2204 -0.0947 0.076
H 1.035737 -0.949629 7.808533 0.1988 0.3687 -0.2484 0.136
H 1.570764 0.044368 5.659538 -0.0706 0.2540 -0.3668 0.121
H 0.203977 -0.821134 4.829306 -0.2335 0.3906 0.1779 0.122
H 1.374592 -2.631842 3.515638 -0.1076 -0.0046 0.1931 0.075
H 2.966227 -2.999749 4.184905 0.0557 0.0382 0.1462 0.090
H 2.559665 -1.348902 3.663504 0.1950 0.1150 0.1010 0.071
H -1.504400 -0.117103 6.633278 0.1787 0.3487 0.1433 0.009
H -0.389521 1.031110 6.999081 0.1489 -0.1668 -0.0464 0.064
C -2.991686 -1.903824 3.739440 0.0799 -0.9632 -0.4203 -0.062
C -3.844049 -1.054946 4.670714 0.9236 0.0913 -1.3717 -0.419
C -4.475379 -1.891165 5.757904 0.3602 0.6292 -0.1118 -0.224
O -5.151079 -2.966849 5.150319 -0.1190 0.1166 0.2347 -0.176
C -5.708963 -3.813929 6.122915 -0.1999 0.3953 0.7857 -0.114
N -2.942233 -0.008440 5.225567 -1.5361 -0.5143 0.0346 0.046
H -3.564600 -2.537530 3.053771 -0.3438 0.1207 0.3221 0.076
H -2.378682 -2.606486 4.311095 0.2637 0.2395 -0.0231 0.079
H -2.369306 -1.311757 3.065406 0.2023 0.2488 0.3248 0.062
H -4.593151 -0.602619 4.003599 -0.3548 -0.0090 0.4791 0.138
H -5.133185 -1.233353 6.349418 -0.2504 -0.3532 0.0160 0.132
H -3.678118 -2.231924 6.434638 -0.0543 -0.1558 -0.0539 0.125
H -4.937716 -4.261807 6.761728 0.0740 -0.2595 -0.2883 0.091
H -6.338491 -4.560922 5.651435 0.1695 -0.1154 -0.1526 0.086
H -6.330785 -3.236447 6.824284 -0.1352 -0.0153 -0.1829 0.087
H -3.568131 0.626332 5.723156 0.4464 0.2463 0.0461 0.091
H -2.608150 0.488920 4.410451 0.2834 0.3166 0.0901 0.070
C -3.258859 -3.264380 -1.879007 0.2264 -0.5349 -0.2125 -0.041
C -2.085210 -2.485875 -2.443287 -0.1872 1.8232 -0.6629 -0.396
C -1.879062 -2.738816 -3.932388 0.0735 -0.9770 -0.0370 -0.195
O -0.839372 -1.951004 -4.500187 -0.3526 -0.4629 0.3952 -0.344
C -0.824060 -2.062289 -5.907341 -0.0615 -0.9157 -0.4953 -0.110
N -2.280853 -1.000066 -2.303786 -0.2526 -1.0811 0.3223 -0.014
H -3.274811 -3.182244 -0.792107 0.0389 -0.1609 0.0104 0.088
H -3.152987 -4.309376 -2.186415 -0.0901 -0.0740 0.3475 0.088
H -4.233309 -2.927199 -2.236125 0.2471 0.0882 -0.2093 0.069
H -1.162014 -2.703389 -1.904435 0.0007 -0.2775 -0.0272 0.113
H -2.802763 -2.595941 -4.510298 -0.0679 0.2020 0.2183 0.145
H -1.611979 -3.803035 -4.040961 -0.0313 0.0861 -0.1362 0.132
H 0.106951 -1.643485 -6.275337 -0.1883 0.4520 -0.0431 0.096
H -1.727063 -1.646825 -6.359367 0.2429 0.5191 0.0450 0.095
H -0.830984 -3.117167 -6.233634 0.1263 -0.0161 0.3712 0.091
H -2.472960 -0.826509 -1.318600 -0.1367 0.3199 -0.1791 0.070
H -3.102016 -0.747359 -2.852544 -0.0176 0.2408 0.2217 0.092
C 1.233800 4.941354 3.575382 1.0017 1.2063 1.0274 -0.071
C -0.244358 4.961112 3.933283 0.2439 -0.4597 -1.4450 -0.419
C -0.984907 5.778550 2.869460 0.1740 0.2545 0.6864 -0.219
O -2.336883 5.903470 3.280966 0.2329 -0.2704 -0.0395 -0.189
C -3.102437 6.671346 2.394536 0.2882 0.4976 -0.2515 -0.120
N -0.642897 3.560839 3.955976 -0.4366 -0.0481 0.8877 0.053
H 1.409829 4.654723 2.540033 -0.0193 -0.1850 0.0253 0.072
H 1.844837 4.357964 4.269228 -0.4703 -0.7164 -0.2268 0.071
H 1.726743 5.906545 3.761451 -0.4587 0.2598 -0.5341 0.080
H -0.460678 5.482354 4.867208 0.1774 -0.4008 0.2807 0.141
H -0.897826 5.322706 1.874609 -0.0228 -0.0107 0.0442 0.118
H -0.515548 6.776037 2.866378 -0.1512 -0.0033 -0.2979 0.128
H -2.527098 7.536512 2.034793 -0.0266 0.0126 0.0884 0.086
H -3.957372 7.058504 2.943012 -0.2152 -0.1862 -0.1270 0.087
H -3.396121 6.112476 1.498444 -0.1871 -0.1225 0.1240 0.080
H -0.273381 3.051780 3.163157 -0.0920 0.0693 -0.0756 0.047
H -1.647523 3.453902 4.022994 0.0365 -0.0122 -0.1889 0.065
C -3.293252 5.991658 -4.579138 -0.1692 0.5860 -0.0549 -0.063
C -2.860522 5.013988 -3.498232 -0.0096 -0.6341 -1.0988 -0.426
C -3.829577 3.823315 -3.381716 0.2116 0.3450 0.6649 -0.195
O -5.182491 4.100064 -3.054782 -0.2182 0.3491 -0.4364 -0.212
C -5.408121 4.999595 -2.001037 0.2029 0.2316 0.1528 -0.105
N -1.570986 4.443651 -3.884122 0.6115 0.3869 0.1251 0.040
H -2.607145 6.837600 -4.667520 0.0863 -0.0791 0.2802 0.075
H -4.283640 6.401108 -4.360412 -0.0286 -0.0953 -0.1381 0.071
H -3.302748 5.552302 -5.579670 -0.1569 -0.3251 0.1625 0.083
H -2.778089 5.552667 -2.553725 0.2178 -0.1460 0.0844 0.131
H -3.374280 3.160236 -2.630829 -0.1516 -0.0416 -0.0252 0.097
H -3.855218 3.287613 -4.329943 -0.0205 0.0052 -0.0323 0.137
H -6.459910 5.276512 -2.020621 -0.0644 -0.1647 0.0375 0.093
H -4.830159 5.921036 -2.119757 0.0042 -0.0290 0.0598 0.076
H -5.172723 4.559783 -1.021392 0.0188 -0.0128 -0.0355 0.088
H -1.120539 3.917860 -3.143526 -0.3945 0.3315 0.0310 0.007
H -1.661420 3.774787 -4.645298 -0.2160 0.4498 0.0620 -0.002
C 3.988116 -5.314471 -4.046754 0.1476 1.0242 0.8222 -0.040
C 2.515401 -4.971504 -4.062222 -0.4537 -0.2867 -1.4140 -0.411
C 1.899007 -4.692040 -2.721338 0.5461 0.3757 0.8247 -0.226
O 2.047309 -5.813804 -1.888537 -0.3113 -0.5678 -0.3208 -0.178
C 1.302909 -5.698363 -0.699690 0.6227 1.3204 0.2970 -0.093
N 2.218006 -3.805309 -4.958280 -0.2576 -0.8040 -0.4540 0.044
H 4.148418 -6.188602 -3.420563 0.1427 -0.2391 -0.3585 0.085
H 4.547585 -4.499375 -3.566723 -0.0791 -0.0285 0.0351 0.070
H 4.401194 -5.372442 -5.051760 -0.0926 -0.5295 -0.0383 0.080
H 1.975545 -5.823913 -4.497237 0.1441 -0.2013 0.2932 0.141
H 0.842034 -4.401224 -2.820148 0.0114 -0.0601 -0.1012 0.123
H 2.433642 -3.864954 -2.221279 -0.1689 0.2175 -0.2611 0.113
H 1.635616 -6.477462 -0.023856 -0.4380 -0.3232 -0.0676 0.096
H 0.224574 -5.623802 -0.876922 -0.0300 -0.5712 -0.0182 0.091
H 1.562965 -4.740701 -0.208264 0.0116 -0.1764 0.0019 0.072
H 2.785596 -3.882932 -5.803848 0.4618 0.1054 0.3996 0.086
H 1.319703 -4.057301 -5.376008 -0.2176 0.5773 0.3697 0.071
C 8.157243 -2.191839 -1.530069 -1.2358 0.2197 0.2664 -0.058
C 8.002320 -2.814581 -0.137967 0.5170 -0.0658 -0.4312 -0.431
C 6.749135 -3.658045 -0.017490 0.1348 -0.0183 -0.5531 -0.218
O 5.627874 -2.838465 -0.282521 -0.2859 -0.2167 0.2411 -0.203
C 4.433297 -3.480611 0.120515 0.4480 -0.3639 0.5661 -0.097
N 9.156011 -3.688495 0.172256 -0.0871 0.1289 -0.4200 0.031
H 8.987611 -1.489271 -1.528452 0.1992 -0.1862 -0.2881 0.080
H 7.247348 -1.632476 -1.776812 0.1725 0.1386 0.0945 0.044
H 8.204834 -2.956994 -2.309168 0.4970 -0.0342 0.0684 0.083
H 7.920578 -1.991886 0.578250 0.1934 -0.1894 0.2089 0.135
H 6.691242 -4.142413 0.962532 -0.0178 0.2154 0.1095 0.128
H 6.790632 -4.467676 -0.768557 -0.0124 -0.0112 0.0695 0.132
H 4.469035 -3.712459 1.196161 -0.0430 0.2528 0.0023 0.096
H 4.323166 -4.466594 -0.353840 -0.2052 0.2437 -0.3795 0.091
H 3.595931 -2.814767 -0.053478 -0.0236 -0.0279 -0.2654 0.063
H 10.017875 -3.159037 0.054854 -0.1231 0.1729 0.3379 0.069
H 9.214691 -4.320419 -0.628995 -0.0626 -0.2400 0.3020 0.068
```
Forces are in eV/Å.

Properties
Kohn-Sham gap: 8.149 eV
E_LUMO: 0.0 eV
Calculated total energy: -4937.356238 Ha
Largest force on an atom: 0.0530 Eh/bohr